No. 1
Molecular formula: C22H27FN3O
Method: DFT, ωB97M-V/def2-TZVPD

CARTESIAN COORDINATES (ANGSTROEM)
F (-0.192, 0.680, -4.802)
C (-0.080, -0.139, -3.538)
C (0.908, -1.419, -3.847)
C (0.949, -2.555, -2.666)
C (2.250, -2.330, -1.644)
C (3.553, -3.155, -2.223)
C (4.995, -2.161, -1.881)
C (6.499, -2.989, -2.141)
O (5.865, -2.628, -0.669)
H (-1.191, -0.480, -3.274)
H (0.317, 0.585, -2.692)
H (0.461, -1.950, -4.817)
H (1.964, -1.010, -4.143)
H (1.034, -3.618, -3.197)
H (-0.057, -2.443, -2.044)
H (2.542, -1.197, -1.641)
H (3.556, -3.249, -3.391)
H (3.793, -4.145, -1.647)
H (4.943, -0.943, -2.179)
H (6.307, -4.079, -2.500)
H (6.920, -2.079, -2.729)
N (-2.458, 1.702, 0.553)
C (-2.573, 1.499, -0.778)
C (-2.349, 2.482, -1.729)
C (-1.990, 3.752, -1.291)
C (-1.866, 3.993, 0.073)
C (-2.106, 2.945, 0.948)
H (-2.858, 0.493, -1.069)
H (-2.454, 2.262, -2.786)
H (-1.808, 4.548, -2.008)
H (-1.588, 4.972, 0.446)
H (-2.018, 3.082, 2.022)
N (-5.526, 5.270, 3.270)
C (-6.631, 4.837, 3.918)
C (-7.170, 3.571, 3.759)
C (-6.544, 2.694, 2.880)
C (-5.406, 3.111, 2.197)
C (-4.939, 4.395, 2.425)
H (-7.085, 5.559, 4.590)
H (-8.058, 3.276, 4.307)
H (-6.939, 1.693, 2.729)
H (-4.895, 2.451, 1.505)
H (-4.052, 4.766, 1.919)
N (4.210, -3.004, 4.016)
C (4.730, -2.868, 2.776)
C (3.965, -2.784, 1.624)
C (2.581, -2.846, 1.747)
C (2.015, -2.988, 3.010)
C (2.863, -3.060, 4.104)
H (5.815, -2.828, 2.732)
H (4.437, -2.673, 0.654)
H (1.949, -2.785, 0.866)
H (0.940, -3.041, 3.139)
H (2.470, -3.167, 5.111)

E = -32478.6605 eV
Charge = -1

No. 2
Molecular formula: C22H27FN4O2
Method: DFT, ωB97M-V/def2-TZVPD

CARTESIAN COORDINATES (ANGSTROEM)
C (-1.214, -2.211, -2.034)
C (-1.450, -2.471, -0.545)
C (-1.926, -3.913, -0.358)
C (-2.534, -1.511, -0.013)
C (-1.967, -0.143, 0.113)
C (-0.622, 0.158, 0.133)
C (-0.558, 1.564, 0.188)
N (-1.765, 2.078, 0.193)
N (-2.630, 1.049, 0.152)
C (-3.997, 1.325, 0.120)
C (-4.407, 2.560, -0.384)
C (-5.748, 2.884, -0.431)
C (-6.708, 1.989, 0.016)
C (-6.280, 0.779, 0.527)
F (-7.196, -0.101, 0.987)
C (-4.946, 0.427, 0.597)
C (0.456, -0.866, 0.071)
N (1.465, -0.616, 1.086)
C (2.758, -0.930, 0.901)
O (3.176, -1.465, -0.107)
C (3.675, -0.550, 2.060)
C (4.037, 0.942, 1.965)
N (4.420, 1.321, 0.633)
C (5.574, 0.761, -0.036)
C (5.677, 1.611, -1.305)
C (4.227, 2.007, -1.572)
C (3.586, 1.982, -0.197)
O (2.521, 2.465, 0.128)
C (-0.157, -2.264, 0.260)
H (-0.359, -2.783, -2.386)
H (-2.087, -2.510, -2.610)
H (-1.027, -1.157, -2.223)
H (-2.045, -4.149, 0.698)
H (-2.882, -4.067, -0.854)
H (-1.205, -4.607, -0.783)
H (-3.394, -1.513, -0.687)
H (-2.870, -1.870, 0.966)
H (0.312, 2.189, 0.217)
H (-3.651, 3.249, -0.723)
H (-6.054, 3.841, -0.825)
H (-7.760, 2.219, -0.017)
H (-4.675, -0.516, 1.039)
H (0.979, -0.823, -0.893)
H (1.175, -0.118, 1.912)
H (3.194, -0.750, 3.017)
H (4.579, -1.155, 1.983)
H (4.853, 1.170, 2.660)
H (3.170, 1.560, 2.217)
H (5.394, -0.293, -0.282)
H (6.457, 0.836, 0.603)
H (6.278, 2.500, -1.112)
H (6.124, 1.061, -2.131)
H (3.715, 1.260, -2.182)
H (4.111, 2.979, -2.049)
H (0.582, -3.013, -0.026)
H (-0.379, -2.400, 1.323)

ΔE to the lowest compared entry with this formula, charge and spin = 18.3 kJ/mol
E = -36027.0230 eV
Charge = 0
SMILES = CC1(C)Cc2c(cnn2-c2cccc(F)c2)[C@@H](NC(=O)CCN2CCCC2=O)C1

No. 3
Molecular formula: C22H27FN4O3
Method: DFT, ωB97M-V/def2-TZVPD

CARTESIAN COORDINATES (ANGSTROEM)
C (5.310, 4.131, -1.317)
C (6.385, 3.387, -0.530)
O (5.893, 2.832, 0.674)
C (5.140, 1.700, 0.642)
C (4.871, 0.928, -0.483)
C (4.109, -0.223, -0.383)
C (3.597, -0.625, 0.843)
N (2.810, -1.777, 1.007)
C (2.392, -2.670, 0.072)
O (2.681, -2.621, -1.106)
C (1.475, -3.761, 0.643)
N (0.050, -3.546, 0.496)
C (-0.503, -2.366, 1.125)
C (-0.445, -1.109, 0.249)
N (-1.123, -1.374, -1.012)
C (-1.229, -0.170, -1.815)
C (-2.340, 0.743, -1.296)
O (-2.331, 1.942, -1.451)
N (-3.319, 0.022, -0.686)
C (-4.497, 0.453, -0.087)
C (-5.305, -0.501, 0.535)
C (-6.489, -0.130, 1.140)
C (-6.895, 1.194, 1.142)
C (-6.081, 2.125, 0.522)
F (-6.464, 3.418, 0.517)
C (-4.892, 1.787, -0.093)
C (-0.461, -2.472, -1.706)
C (-0.514, -3.726, -0.826)
C (3.863, 0.148, 1.972)
C (4.623, 1.291, 1.874)
H (5.752, 4.583, -2.202)
H (4.515, 3.457, -1.624)
H (4.877, 4.914, -0.700)
H (6.859, 2.615, -1.147)
H (7.159, 4.089, -0.205)
H (5.253, 1.201, -1.454)
H (3.914, -0.813, -1.263)
H (2.513, -1.935, 1.960)
H (1.677, -3.899, 1.712)
H (1.716, -4.693, 0.125)
H (0.004, -2.187, 2.075)
H (-1.556, -2.585, 1.338)
H (-0.956, -0.287, 0.758)
H (0.600, -0.803, 0.076)
H (-1.500, -0.449, -2.838)
H (-0.293, 0.406, -1.863)
H (-3.106, -0.970, -0.622)
H (-4.996, -1.537, 0.537)
H (-7.105, -0.878, 1.617)
H (-7.815, 1.505, 1.608)
H (-4.285, 2.541, -0.565)
H (-0.999, -2.667, -2.637)
H (0.582, -2.229, -1.952)
H (0.001, -4.545, -1.327)
H (-1.564, -4.007, -0.684)
H (3.471, -0.152, 2.934)
H (4.835, 1.891, 2.743)

ΔE to the lowest compared entry with this formula, charge and spin = 11.4 kJ/mol
E = -38073.2387 eV
Charge = 0
SMILES = CCOc1ccc(NC(=O)CN2CCN(CC(=O)Nc3cccc(F)c3)CC2)cc1

No. 4
Molecular formula: C22H27N3O3S
Method: DFT, ωB97M-V/def2-TZVPD

CARTESIAN COORDINATES (ANGSTROEM)
C (-4.568, -7.568, -0.981)
S (-4.411, -5.860, -1.574)
C (-3.144, -5.239, -0.421)
C (-3.716, -4.908, 0.949)
C (-2.629, -4.394, 1.897)
N (-2.017, -3.175, 1.427)
C (-0.791, -3.168, 0.842)
O (-0.106, -4.170, 0.754)
C (-0.344, -1.847, 0.321)
C (-0.775, -0.627, 0.838)
C (-0.308, 0.556, 0.310)
C (0.604, 0.557, -0.749)
O (0.972, 1.785, -1.191)
C (1.917, 1.921, -2.241)
C (1.832, 3.384, -2.683)
C (2.101, 4.302, -1.479)
N (3.053, 3.690, -0.577)
C (2.853, 3.486, 0.749)
O (3.563, 2.746, 1.407)
C (1.752, 4.255, 1.400)
C (0.880, 3.585, 2.253)
C (-0.109, 4.304, 2.901)
C (-0.176, 5.672, 2.683)
N (0.672, 6.324, 1.906)
C (1.613, 5.636, 1.287)
C (4.035, 2.862, -1.243)
C (3.352, 1.597, -1.780)
C (1.045, -0.660, -1.262)
C (0.575, -1.841, -0.722)
H (-4.975, -7.579, 0.026)
H (-5.250, -8.070, -1.658)
H (-3.594, -8.048, -1.008)
H (-2.739, -4.347, -0.898)
H (-2.353, -5.986, -0.353)
H (-4.501, -4.156, 0.837)
H (-4.164, -5.799, 1.392)
H (-1.825, -5.129, 1.978)
H (-3.058, -4.220, 2.889)
H (-2.608, -2.364, 1.345)
H (-1.455, -0.591, 1.677)
H (-0.634, 1.508, 0.701)
H (1.629, 1.268, -3.078)
H (2.561, 3.549, -3.477)
H (0.839, 3.594, -3.079)
H (1.168, 4.481, -0.945)
H (2.491, 5.265, -1.832)
H (0.992, 2.520, 2.395)
H (-0.808, 3.817, 3.564)
H (-0.935, 6.280, 3.157)
H (2.296, 6.218, 0.682)
H (4.806, 2.599, -0.518)
H (4.485, 3.444, -2.051)
H (3.928, 1.180, -2.606)
H (3.304, 0.855, -0.981)
H (1.754, -0.701, -2.074)
H (0.921, -2.789, -1.105)

ΔE to the lowest compared entry with this formula, charge and spin = 179.1 kJ/mol
E = -44701.2786 eV
Charge = 0
SMILES = CSCCCNC(=O)c1ccc(OC2CCN(C(=O)c3cccnc3)CC2)cc1

Please write out number 3 again, unchanged.
Molecular formula: C22H27FN4O3
Method: DFT, ωB97M-V/def2-TZVPD

CARTESIAN COORDINATES (ANGSTROEM)
C (5.310, 4.131, -1.317)
C (6.385, 3.387, -0.530)
O (5.893, 2.832, 0.674)
C (5.140, 1.700, 0.642)
C (4.871, 0.928, -0.483)
C (4.109, -0.223, -0.383)
C (3.597, -0.625, 0.843)
N (2.810, -1.777, 1.007)
C (2.392, -2.670, 0.072)
O (2.681, -2.621, -1.106)
C (1.475, -3.761, 0.643)
N (0.050, -3.546, 0.496)
C (-0.503, -2.366, 1.125)
C (-0.445, -1.109, 0.249)
N (-1.123, -1.374, -1.012)
C (-1.229, -0.170, -1.815)
C (-2.340, 0.743, -1.296)
O (-2.331, 1.942, -1.451)
N (-3.319, 0.022, -0.686)
C (-4.497, 0.453, -0.087)
C (-5.305, -0.501, 0.535)
C (-6.489, -0.130, 1.140)
C (-6.895, 1.194, 1.142)
C (-6.081, 2.125, 0.522)
F (-6.464, 3.418, 0.517)
C (-4.892, 1.787, -0.093)
C (-0.461, -2.472, -1.706)
C (-0.514, -3.726, -0.826)
C (3.863, 0.148, 1.972)
C (4.623, 1.291, 1.874)
H (5.752, 4.583, -2.202)
H (4.515, 3.457, -1.624)
H (4.877, 4.914, -0.700)
H (6.859, 2.615, -1.147)
H (7.159, 4.089, -0.205)
H (5.253, 1.201, -1.454)
H (3.914, -0.813, -1.263)
H (2.513, -1.935, 1.960)
H (1.677, -3.899, 1.712)
H (1.716, -4.693, 0.125)
H (0.004, -2.187, 2.075)
H (-1.556, -2.585, 1.338)
H (-0.956, -0.287, 0.758)
H (0.600, -0.803, 0.076)
H (-1.500, -0.449, -2.838)
H (-0.293, 0.406, -1.863)
H (-3.106, -0.970, -0.622)
H (-4.996, -1.537, 0.537)
H (-7.105, -0.878, 1.617)
H (-7.815, 1.505, 1.608)
H (-4.285, 2.541, -0.565)
H (-0.999, -2.667, -2.637)
H (0.582, -2.229, -1.952)
H (0.001, -4.545, -1.327)
H (-1.564, -4.007, -0.684)
H (3.471, -0.152, 2.934)
H (4.835, 1.891, 2.743)

ΔE to the lowest compared entry with this formula, charge and spin = 11.4 kJ/mol
E = -38073.2387 eV
Charge = 0
SMILES = CCOc1ccc(NC(=O)CN2CCN(CC(=O)Nc3cccc(F)c3)CC2)cc1

Question: Which of these has the lowest charge?
Answer: C22H27FN3O

Question: What is the formula in the third record?
Answer: C22H27FN4O3